1.
Molecular formula: C6H14N2
Method: DFT, wB97M-V/def2-TZVPD

Structure (ORCA input):
```
! RIJCOSX wB97M-V def2-TZVPD def2/J DEFGRID3
* xyz 0 1
C -1.72 0.73 1.11
N -0.99 0.39 -0.10
C -0.46 -0.95 -0.05
C -0.75 -1.75 -1.31
N 0.99 -0.38 -0.09
C 1.70 -0.73 1.13
C 0.46 0.96 -0.05
C 0.77 1.75 -1.30
H -1.14 0.61 2.03
H -2.62 0.11 1.20
H -2.05 1.77 1.06
H -0.67 -1.53 0.85
H -0.04 -2.57 -1.42
H -1.75 -2.19 -1.24
H -0.71 -1.13 -2.21
H 1.33 -0.25 2.04
H 2.76 -0.46 1.03
H 1.67 -1.81 1.32
H 0.65 1.54 0.86
H 0.74 1.14 -2.21
H 1.78 2.18 -1.22
H 0.07 2.58 -1.42
*
```

As for the lowest unoccupied orbital energy: 0.04210 Ha. As for the highest occupied orbital energy: -8.482 eV. The molecular weight comes out at 114.2 Da. The calculation puts the orbital gap at 9.63 eV. Its SMILES is CN1[C@H](C)N(C)[C@@H]1C.

Results of the Mulliken charge analysis, in e, for atoms 1 through 2: atom 1 (C): -0.97, atom 2 (N): -0.20

=====

2.
Molecular formula: C6H14N2
Method: DFT, wB97M-V/def2-TZVPD

Structure (ORCA input):
```
! RIJCOSX wB97M-V def2-TZVPD def2/J DEFGRID3
* xyz 0 1
C 0.41 0.41 3.03
C 0.13 -0.39 1.99
C 0.45 -0.01 0.49
N 1.49 -0.87 -0.02
N -0.75 -0.05 -0.31
C -1.45 -1.34 -0.37
C -0.51 0.46 -1.74
C 0.27 1.76 -1.87
H 0.23 0.08 4.05
H 0.86 1.39 2.89
H -0.32 -1.35 2.19
H 0.83 1.01 0.52
H 2.30 -0.79 0.59
H 1.18 -1.84 0.02
H -2.24 -1.32 -1.13
H -1.95 -1.56 0.57
H -0.81 -2.19 -0.63
H -0.03 -0.31 -2.35
H -1.51 0.62 -2.17
H 1.34 1.61 -1.69
H -0.10 2.52 -1.17
H 0.16 2.16 -2.88
*
```

As for the lowest unoccupied orbital energy: 0.04009 Ha. As for the highest occupied orbital energy: -8.602 eV. The molecular weight comes out at 114.2 Da. The calculation puts the orbital gap at 9.69 eV. Its SMILES is C=C[C@@H](N)N(C)CC.

Results of the Mulliken charge analysis, in e, for atoms 1 through 2: atom 1 (C): -0.80, atom 2 (C): -0.25

=====

3.
Molecular formula: C6H14N2
Method: DFT, wB97M-V/def2-TZVPD

Structure (ORCA input):
```
! RIJCOSX wB97M-V def2-TZVPD def2/J DEFGRID3
* xyz 0 1
C -1.54 1.15 -1.93
N -0.24 1.42 -1.45
C -0.23 2.05 -0.19
C 0.25 1.10 0.95
C 1.27 0.03 0.56
C 1.10 -1.13 1.44
C 1.08 -2.50 1.02
N 1.20 -2.98 -0.16
H -2.26 1.97 -1.99
H -2.04 0.42 -1.26
H -1.48 0.74 -2.94
H 0.36 2.97 -0.25
H -1.24 2.35 0.09
H 0.52 1.60 1.87
H -0.65 0.54 1.26
H 2.28 0.44 0.69
H 1.12 -0.29 -0.47
H 1.39 -1.05 2.48
H 1.02 -3.22 1.84
H -1.35 -1.30 -0.42
H 0.96 -2.31 -0.90
H -1.51 -2.00 -0.23
*
```

As for the lowest unoccupied orbital energy: -0.10394 Ha. As for the highest occupied orbital energy: -6.597 eV. The molecular weight comes out at 114.2 Da. The calculation puts the orbital gap at 3.77 eV.

Results of the Mulliken charge analysis, in e, for atoms 1 through 2: atom 1 (C): -0.81, atom 2 (N): -0.40

=====

4.
Molecular formula: C6H14N2O
Method: DFT, wB97M-V/def2-TZVPD

Structure (ORCA input):
```
! RIJCOSX wB97M-V def2-TZVPD def2/J DEFGRID3
* xyz 0 1
C 0.02 -0.19 -1.81
C -1.49 0.15 -1.62
C 0.78 0.44 -0.64
C 2.31 0.20 -0.85
C 1.04 0.57 1.68
C -2.05 -0.98 1.78
N 0.38 -0.24 0.60
N -1.52 -0.01 0.83
O -2.00 -0.47 -0.37
H 0.31 -1.31 -1.74
H 0.37 0.29 -2.80
H -1.56 1.30 -1.64
H -1.94 -0.54 -2.33
H 0.53 1.47 -0.63
H 2.62 0.61 -1.81
H 2.47 -0.81 -0.54
H 2.94 0.78 -0.23
H 0.60 1.60 1.68
H 0.69 0.12 2.61
H 2.15 0.55 1.61
H -1.31 -1.51 2.46
H -2.65 -0.33 2.48
H -2.69 -1.70 1.27
*
```

As for the lowest unoccupied orbital energy: 0.04296 Ha. As for the highest occupied orbital energy: -7.915 eV. The molecular weight comes out at 130.2 Da. The calculation puts the orbital gap at 9.08 eV.

Results of the Mulliken charge analysis, in e, for atoms 1 through 2: atom 1 (C): -0.67, atom 2 (C): -0.45

=====

5.
Molecular formula: C6H14N2O
Method: DFT, wB97M-V/def2-TZVPD

Structure (ORCA input):
```
! RIJCOSX wB97M-V def2-TZVPD def2/J DEFGRID3
* xyz 0 1
C -0.33 1.33 -2.59
C 0.08 -1.18 -1.72
C -0.72 -1.65 1.41
C -1.14 0.69 1.80
N -0.56 -0.29 0.92
N 1.04 -0.87 -0.69
C 0.67 0.01 0.34
C 1.45 1.06 0.68
O 0.82 1.85 -2.30
H 0.97 2.19 -1.39
H 1.94 -0.62 -1.08
H -0.15 -0.29 -2.40
H -1.07 1.45 -1.76
H -0.86 -1.49 -1.27
H 0.48 -1.97 -2.35
H -0.38 -1.74 2.45
H -1.77 -1.93 1.36
H -0.14 -2.33 0.80
H -2.18 0.40 1.99
H -0.63 0.77 2.77
H -1.13 1.67 1.32
H 1.25 1.66 1.55
H 2.35 1.27 0.14
*
```

As for the lowest unoccupied orbital energy: 0.02962 Ha. As for the highest occupied orbital energy: -7.732 eV. The molecular weight comes out at 130.2 Da. The calculation puts the orbital gap at 8.54 eV.

Results of the Mulliken charge analysis, in e, for atoms 1 through 2: atom 1 (C): -0.57, atom 2 (C): -0.69

=====

6.
Molecular formula: C6H14N2O
Method: DFT, wB97M-V/def2-TZVPD

Structure (ORCA input):
```
! RIJCOSX wB97M-V def2-TZVPD def2/J DEFGRID3
* xyz 0 1
H 2.99 1.57 -0.39
N 2.72 1.10 -1.26
C 2.09 0.01 -1.12
C 1.66 -0.64 0.11
C 0.75 -1.66 0.10
O 2.15 -0.18 1.30
H 1.76 -0.48 -2.03
H 0.57 -2.20 -0.81
H 0.55 -2.17 1.03
H 2.84 0.48 1.14
C -0.94 1.08 1.81
C -1.16 0.98 0.32
N -1.36 -0.52 -0.09
C -1.82 -0.64 -1.47
H -1.82 0.75 2.36
H -0.10 0.47 2.12
H -0.73 2.12 2.09
H -2.05 1.55 0.01
H -0.29 1.34 -0.24
H -2.05 -0.95 0.53
H -1.99 -1.68 -1.71
H -1.03 -0.24 -2.11
H -2.74 -0.08 -1.67
*
```

As for the lowest unoccupied orbital energy: 0.03204 Ha. As for the highest occupied orbital energy: -7.626 eV. The molecular weight comes out at 130.2 Da. The calculation puts the orbital gap at 8.50 eV. Its SMILES is [H]/N=C\C(=C)O.CCNC.

Results of the Mulliken charge analysis, in e, for atoms 1 through 2: atom 1 (H): 0.20, atom 2 (N): -0.73

=====

7.
Molecular formula: C6H14N2O
Method: DFT, wB97M-V/def2-TZVPD

Structure (ORCA input):
```
! RIJCOSX wB97M-V def2-TZVPD def2/J DEFGRID3
* xyz 0 1
C -0.11 1.33 -1.99
C 0.77 0.71 -1.01
C 1.18 1.51 0.18
C 0.43 -0.80 -0.82
C -0.76 -1.19 0.18
C -0.34 -0.83 1.65
H -1.03 0.81 -2.17
H -0.55 2.39 -1.75
H 0.20 1.66 -2.95
H 1.77 0.22 -1.82
H 0.25 1.71 0.54
H 1.90 2.83 0.27
H 1.74 1.09 0.88
H 0.16 -1.53 -1.61
H 1.21 -1.58 -0.26
H -0.98 -2.27 0.22
H -1.64 0.62 0.20
H -3.13 -0.83 0.38
H 0.67 -2.59 2.27
H 0.68 -1.45 3.32
N -2.03 -0.38 -0.22
N 0.47 -1.61 2.25
O -0.88 0.18 2.24
*
```

As for the lowest unoccupied orbital energy: 0.01896 Ha. As for the highest occupied orbital energy: -8.986 eV. The molecular weight comes out at 130.2 Da. The calculation puts the orbital gap at 9.50 eV.

Results of the Mulliken charge analysis, in e, for atoms 1 through 2: atom 1 (C): -1.34, atom 2 (C): 1.03

=====

8.
Molecular formula: C6H14N2O
Method: DFT, wB97M-V/def2-TZVPD

Structure (ORCA input):
```
! RIJCOSX wB97M-V def2-TZVPD def2/J DEFGRID3
* xyz 2 1
C 0.70 -1.26 0.80
C 0.87 -0.65 -0.29
C 2.10 -1.44 0.10
C 0.20 -1.72 2.08
C -2.02 1.70 -2.03
C -0.35 1.88 -0.43
N 2.32 -2.77 -0.51
N -1.41 2.58 -1.01
O 0.03 2.58 0.60
H 2.85 -0.87 0.55
H 1.15 -1.72 2.75
H -0.09 -2.78 1.81
H -0.68 -1.05 2.48
H -1.45 1.61 -2.96
H -2.04 0.73 -1.49
H -3.00 2.20 -2.24
H 0.54 -0.37 -1.28
H 1.25 -2.90 -0.73
H 2.57 -3.54 0.14
H 3.11 -2.79 -1.17
H -1.02 3.35 -1.56
H -2.12 3.09 -0.48
H 0.80 2.06 1.09
*
```

As for the lowest unoccupied orbital energy: -0.28596 Ha. As for the highest occupied orbital energy: -16.864 eV. The molecular weight comes out at 130.2 Da. The calculation puts the orbital gap at 9.08 eV.

Results of the Mulliken charge analysis, in e, for atoms 1 through 2: atom 1 (C): 0.75, atom 2 (C): -0.64

=====

9.
Molecular formula: C6H14N2O2
Method: DFT, wB97M-V/def2-TZVPD

Structure (ORCA input):
```
! RIJCOSX wB97M-V def2-TZVPD def2/J DEFGRID3
* xyz 0 1
C -0.06 2.60 -1.33
N 1.17 2.02 -1.78
C 1.70 0.96 -1.05
C 2.92 0.31 -1.57
O 1.15 0.65 -0.01
H -0.06 2.80 -0.26
H -0.24 3.59 -1.75
H -0.94 1.96 -1.44
H 1.39 2.14 -2.77
H 2.62 -0.57 -2.14
H 3.65 0.99 -2.01
H 3.52 -0.08 -0.74
C -1.66 -0.29 2.88
N -1.12 -0.97 1.72
C -1.71 -2.10 1.22
C -1.10 -2.51 -0.10
O -2.64 -2.65 1.76
H -0.97 -0.27 3.73
H -1.84 0.75 2.62
H -2.54 -0.82 3.22
H -0.32 -0.56 1.28
H -1.77 -3.21 -0.61
H -1.04 -1.78 -0.91
H -0.11 -2.94 0.04
*
```

As for the lowest unoccupied orbital energy: 0.02168 Ha. As for the highest occupied orbital energy: -9.065 eV. The molecular weight comes out at 146.2 Da. The calculation puts the orbital gap at 9.66 eV. Its SMILES is CNC(C)=O.CNC(C)=O.

Results of the Mulliken charge analysis, in e, for atoms 1 through 2: atom 1 (C): -0.82, atom 2 (N): -0.20

=====

10.
Molecular formula: C6H14N2O2
Method: DFT, wB97M-V/def2-TZVPD

Structure (ORCA input):
```
! RIJCOSX wB97M-V def2-TZVPD def2/J DEFGRID3
* xyz 0 1
C 2.28 0.92 -2.19
N 2.43 -0.51 -1.93
C 2.04 -0.99 -0.70
C 1.98 -2.46 -0.54
O 1.62 -0.19 0.12
H 2.65 1.50 -1.36
H 2.97 1.11 -3.03
H 1.30 1.25 -2.52
H 2.55 -1.03 -2.78
H 1.08 -2.79 -0.04
H 2.31 -3.11 -1.33
H 2.75 -2.69 0.22
C -1.11 2.26 1.57
N -1.35 1.03 0.84
C -2.46 0.26 1.08
C -2.45 -1.10 0.49
O -3.40 0.74 1.71
H -0.76 2.00 2.57
H -0.36 2.84 1.05
H -2.04 2.81 1.68
H -0.56 0.66 0.34
H -3.39 -1.65 0.55
H -2.15 -1.05 -0.56
H -1.69 -1.78 0.88
*
```

As for the lowest unoccupied orbital energy: 0.02113 Ha. As for the highest occupied orbital energy: -9.066 eV. The molecular weight comes out at 146.2 Da. The calculation puts the orbital gap at 9.64 eV. Its SMILES is CNC(C)=O.CNC(C)=O.

Results of the Mulliken charge analysis, in e, for atoms 1 through 2: atom 1 (C): -0.87, atom 2 (N): -0.21

=====

11.
Molecular formula: C6H14N2O2
Method: DFT, wB97M-V/def2-TZVPD

Structure (ORCA input):
```
! RIJCOSX wB97M-V def2-TZVPD def2/J DEFGRID3
* xyz 0 1
C -2.12 -0.44 -2.22
N -0.77 -0.67 -1.74
C 0.16 0.31 -1.89
C 1.59 -0.08 -1.62
O -0.16 1.45 -2.22
H -2.59 -1.40 -2.44
H -2.78 0.00 -1.47
H -2.18 0.19 -3.11
H -0.52 -1.61 -1.48
H 1.70 -0.57 -0.66
H 1.94 -0.75 -2.41
H 2.19 0.83 -1.54
C 2.18 -0.06 2.06
N 0.83 0.48 1.97
C -0.34 -0.20 2.09
C -1.55 0.62 1.67
O -0.38 -1.35 2.49
H 2.49 -0.51 3.01
H 2.23 -0.78 1.25
H 2.88 0.75 1.89
H 0.74 1.40 1.59
H -1.41 1.61 2.03
H -1.66 0.53 0.60
H -2.46 0.26 2.15
*
```

As for the lowest unoccupied orbital energy: 0.02670 Ha. As for the highest occupied orbital energy: -9.688 eV. The molecular weight comes out at 146.2 Da. The calculation puts the orbital gap at 10.41 eV. Its SMILES is CNC(C)=O.CNC(C)=O.

Results of the Mulliken charge analysis, in e, for atoms 1 through 2: atom 1 (C): -0.92, atom 2 (N): -0.12